C16H17N2O5PdS | ωB97M-V/def2-TZVPD

## Properties
* highest occupied orbital energy (spin up / spin down): -2.30 / -2.30 eV
* gap between HOMO and LUMO (spin up / spin down): 4.131 / 4.136 eV
* ΔE to the lowest compared entry with this formula, charge and spin: 3.401 eV
* DFT total energy: -44401.6779 eV
* LUMO energy (spin up / spin down): 0.06729 / 0.06749 Ha

Structure (ORCA input):
```
! RIJCOSX wB97M-V def2-TZVPD def2/J DEFGRID3
* xyz -1 1
Pd -0.029 -0.365 0.327
C -2.210 -0.438 2.929
C -0.814 -0.191 3.423
C -0.621 0.193 4.779
C 0.637 0.364 5.247
C 1.747 0.148 4.397
C 3.076 0.265 4.868
C 4.101 0.022 4.001
C 3.850 -0.326 2.661
C 2.572 -0.437 2.138
S 2.315 -0.838 0.465
C 1.485 -0.200 3.055
N 0.191 -0.349 2.602
H -2.777 -0.992 3.680
H -2.189 -0.992 1.995
H -2.736 0.498 2.731
H -1.485 0.337 5.415
H 0.813 0.654 6.279
H 3.253 0.542 5.901
H 5.127 0.102 4.342
H 4.683 -0.504 1.990
O -3.623 1.896 -0.946
C -2.630 1.389 -0.519
O -2.245 0.348 0.001
C -1.043 2.716 -0.708
O -1.498 3.818 -0.713
O -0.061 2.030 -0.763
C -2.312 -4.621 -0.079
N -1.261 -3.725 -0.533
C 0.090 -3.961 -0.042
C -1.493 -2.626 -1.290
C -2.907 -2.303 -1.717
O -0.576 -1.894 -1.637
H -1.840 -5.491 0.375
H -2.930 -4.980 -0.901
H -2.961 -4.162 0.672
H 0.606 -4.709 -0.651
H 0.033 -4.318 0.987
H 0.660 -3.035 -0.052
H -2.989 -2.510 -2.786
H -3.045 -1.234 -1.565
H -3.690 -2.843 -1.193
*
```

How positive or negative is each atom? The Mulliken charges in e answer that: atom 1 (Pd): 0.32, atom 2 (C): -1.21, atom 3 (C): 0.89, atom 4 (C): -0.73, atom 5 (C): -0.71, atom 6 (C): 1.08, atom 7 (C): -0.84, atom 8 (C): -0.51, atom 9 (C): -0.47, atom 10 (C): 0.34, atom 11 (S): -0.43, atom 12 (C): -0.22, atom 13 (N): -0.05, atom 14 (H): 0.44, atom 15 (H): 0.07, atom 16 (H): 0.24, atom 17 (H): 0.40, atom 18 (H): 0.36, atom 19 (H): 0.32, atom 20 (H): 0.34, atom 21 (H): 0.38, atom 22 (O): -0.52, atom 23 (C): 0.10, atom 24 (O): -0.17, atom 25 (C): 0.51, atom 26 (O): -0.47, atom 27 (O): -0.44, atom 28 (C): -1.22, atom 29 (N): 0.24, atom 30 (C): -0.78, atom 31 (C): 0.72, atom 32 (C): -0.99, atom 33 (O): -0.72, atom 34 (H): 0.43, atom 35 (H): 0.40, atom 36 (H): 0.33, atom 37 (H): 0.29, atom 38 (H): 0.41, atom 39 (H): 0.10, atom 40 (H): 0.30, atom 41 (H): 0.07, atom 42 (H): 0.40



C16H17N3O3S2 | ωB97M-V/def2-TZVPD

## Properties
* highest occupied orbital energy: -7.67 eV
* gap between HOMO and LUMO: 8.090 eV
* ΔE to the lowest compared entry with this formula, charge and spin: 3.271 eV
* DFT total energy: -49149.2437 eV
* SMILES: CCc1sc2nc(N)[nH]c(=O)c2c1Sc1cc(OC)cc(OC)c1
* LUMO energy: 0.01562 Ha

Structure (ORCA input):
```
! RIJCOSX wB97M-V def2-TZVPD def2/J DEFGRID3
* xyz 0 1
C 1.433 -1.940 -1.031
C 2.140 -0.577 -0.678
C 1.262 0.581 -1.272
S 1.372 0.898 -3.003
C 0.223 2.283 -2.748
N -0.215 3.186 -3.715
C -1.024 4.180 -3.400
N -1.592 4.896 -4.425
N -1.578 4.260 -2.166
C -1.269 3.397 -1.190
O -1.842 3.545 -0.110
C -0.236 2.397 -1.497
C 0.400 1.392 -0.561
S 0.274 1.498 1.194
C 0.007 -0.118 1.732
C -0.943 -0.906 1.057
C -1.193 -2.157 1.557
O -2.164 -3.030 1.029
C -2.773 -2.814 -0.258
C -0.491 -2.624 2.668
C 0.467 -1.910 3.321
O 1.372 -2.580 4.150
C 2.651 -1.979 4.209
C 0.671 -0.552 2.820
H 1.501 -2.692 -0.138
H 1.959 -2.449 -1.821
H 0.441 -1.841 -1.396
H 2.288 -0.540 0.307
H 3.237 -0.611 -1.029
H -1.363 4.479 -5.357
H -2.518 5.201 -4.187
H -2.224 4.941 -1.795
H -1.441 -0.352 0.278
H -3.160 -1.843 -0.173
H -1.943 -2.874 -1.028
H -3.548 -3.556 -0.431
H -0.735 -3.671 2.988
H 3.444 -2.744 4.509
H 3.011 -1.544 3.296
H 2.673 -1.287 4.980
H 1.424 0.054 3.313
*
```

How positive or negative is each atom? The Mulliken charges in e answer that: atom 1 (C): -1.02, atom 2 (C): -0.62, atom 3 (C): 0.64, atom 4 (S): -0.20, atom 5 (C): 0.26, atom 6 (N): -0.68, atom 7 (C): 0.53, atom 8 (N): -0.49, atom 9 (N): -0.13, atom 10 (C): 0.40, atom 11 (O): -0.69, atom 12 (C): 0.28, atom 13 (C): -0.54, atom 14 (S): -0.24, atom 15 (C): 0.03, atom 16 (C): -0.36, atom 17 (C): 0.58, atom 18 (O): -0.48, atom 19 (C): -0.61, atom 20 (C): -0.38, atom 21 (C): 0.15, atom 22 (O): -0.41, atom 23 (C): -0.84, atom 24 (C): -0.65, atom 25 (H): 0.21, atom 26 (H): 0.42, atom 27 (H): 0.30, atom 28 (H): 0.38, atom 29 (H): 0.36, atom 30 (H): 0.27, atom 31 (H): 0.22, atom 32 (H): 0.26, atom 33 (H): 0.50, atom 34 (H): 0.31, atom 35 (H): 0.20, atom 36 (H): 0.23, atom 37 (H): 0.34, atom 38 (H): 0.25, atom 39 (H): 0.35, atom 40 (H): 0.37, atom 41 (H): 0.52



C16H17N3O5 | ωB97M-V/def2-TZVPD

## Properties
* highest occupied orbital energy: -9.04 eV
* gap between HOMO and LUMO: 8.639 eV
* ΔE to the lowest compared entry with this formula, charge and spin: 4.734 eV
* DFT total energy: -31573.7881 eV
* SMILES: O=C(NC[C@H](O)COc1ccc([N+](=O)[O-])cc1)Nc1ccccc1
* LUMO energy: -0.01481 Ha

Structure (ORCA input):
```
! RIJCOSX wB97M-V def2-TZVPD def2/J DEFGRID3
* xyz 0 1
O -3.314 -2.582 -0.067
C -3.034 -1.416 -0.303
N -1.895 -1.034 -0.926
C -0.881 -1.974 -1.355
C -0.249 -2.784 -0.196
O -0.950 -3.958 0.072
C -0.144 -1.929 1.091
O 0.259 -0.593 0.855
C 1.543 -0.295 0.575
C 2.607 -1.200 0.584
C 3.883 -0.763 0.295
C 4.110 0.573 -0.011
N 5.438 1.018 -0.316
O 6.329 0.193 -0.302
O 5.594 2.195 -0.572
C 3.057 1.485 -0.022
C 1.787 1.052 0.269
N -3.905 -0.413 0.040
C -3.716 0.974 0.053
C -4.787 1.800 -0.280
C -4.643 3.174 -0.259
C -3.432 3.744 0.097
C -2.372 2.927 0.454
C -2.507 1.550 0.443
H -1.756 -0.059 -1.129
H -0.109 -1.405 -1.872
H -1.314 -2.701 -2.053
H 0.750 -3.100 -0.518
H -1.904 -3.734 0.108
H -1.139 -1.849 1.536
H 0.510 -2.427 1.813
H 2.449 -2.239 0.819
H 4.717 -1.449 0.300
H 3.258 2.518 -0.260
H 0.953 1.736 0.270
H -4.828 -0.746 0.279
H -5.733 1.356 -0.556
H -5.480 3.803 -0.522
H -3.319 4.817 0.110
H -1.434 3.366 0.761
H -1.688 0.928 0.770
*
```

How positive or negative is each atom? The Mulliken charges in e answer that: atom 1 (O): -0.77, atom 2 (C): 0.40, atom 3 (N): -0.07, atom 4 (C): -1.13, atom 5 (C): 0.17, atom 6 (O): -0.63, atom 7 (C): -0.89, atom 8 (O): -0.33, atom 9 (C): 0.60, atom 10 (C): -0.30, atom 11 (C): -0.71, atom 12 (C): -0.20, atom 13 (N): 1.01, atom 14 (O): -0.62, atom 15 (O): -0.63, atom 16 (C): -0.48, atom 17 (C): -0.30, atom 18 (N): -0.06, atom 19 (C): 0.28, atom 20 (C): -0.56, atom 21 (C): -0.57, atom 22 (C): -0.56, atom 23 (C): -0.65, atom 24 (C): -0.20, atom 25 (H): 0.32, atom 26 (H): 0.46, atom 27 (H): 0.35, atom 28 (H): 0.36, atom 29 (H): 0.50, atom 30 (H): 0.36, atom 31 (H): 0.45, atom 32 (H): 0.39, atom 33 (H): 0.47, atom 34 (H): 0.47, atom 35 (H): 0.48, atom 36 (H): 0.28, atom 37 (H): 0.41, atom 38 (H): 0.37, atom 39 (H): 0.40, atom 40 (H): 0.40, atom 41 (H): 0.72



C16H17N3O6 | ωB97M-V/def2-TZVPD

## Properties
* highest occupied orbital energy: -8.42 eV
* gap between HOMO and LUMO: 6.718 eV
* ΔE to the lowest compared entry with this formula, charge and spin: 4.163 eV
* DFT total energy: -33616.5394 eV
* LUMO energy: -0.06243 Ha

Structure (ORCA input):
```
! RIJCOSX wB97M-V def2-TZVPD def2/J DEFGRID3
* xyz 0 1
C 3.843 0.445 3.356
C 2.629 0.573 3.486
C 1.174 1.089 3.148
C 0.803 0.813 1.623
N -0.385 0.086 1.338
C -0.819 -0.247 0.044
N -2.006 -1.021 -0.278
C -3.182 -0.188 -0.525
C -3.191 1.405 -0.363
O -4.233 -0.690 -0.914
C -2.266 -2.106 0.699
C -3.051 -1.936 2.060
O -1.838 -3.214 0.421
C 0.026 0.226 -1.121
C -0.368 -0.114 -2.632
C 0.510 -1.420 -3.012
N 0.490 -2.398 -1.871
C 1.287 1.026 -0.904
C 2.113 1.516 -2.155
O 1.710 2.535 -2.693
O 3.223 0.875 -2.671
C 1.687 1.312 0.533
C 3.039 2.113 0.741
O 4.045 1.696 0.103
O 3.081 3.123 1.572
H 4.935 0.258 3.160
H 1.103 2.214 3.328
H 0.457 0.578 3.860
H -0.957 -0.215 2.133
H -2.612 1.920 -1.203
H -4.259 1.787 -0.457
H -2.747 1.635 0.651
H -2.702 -2.698 2.831
H -3.044 -0.890 2.487
H -4.135 -2.223 1.838
H -0.136 0.771 -3.297
H -1.477 -0.375 -2.691
H 0.090 -1.845 -3.968
H 1.599 -1.099 -3.112
H 0.490 -3.358 -2.240
H 1.375 -2.334 -1.342
H 3.699 0.374 -1.961
*
```

How positive or negative is each atom? The Mulliken charges in e answer that: atom 1 (C): 0.21, atom 2 (C): -0.65, atom 3 (C): -0.65, atom 4 (C): -0.02, atom 5 (N): 0.23, atom 6 (C): -0.63, atom 7 (N): 0.72, atom 8 (C): 0.56, atom 9 (C): -0.85, atom 10 (O): -0.57, atom 11 (C): 0.47, atom 12 (C): -1.09, atom 13 (O): -0.50, atom 14 (C): 0.08, atom 15 (C): -1.32, atom 16 (C): -0.53, atom 17 (N): -0.46, atom 18 (C): 0.78, atom 19 (C): 0.27, atom 20 (O): -0.53, atom 21 (O): -0.50, atom 22 (C): 0.98, atom 23 (C): -0.09, atom 24 (O): -0.66, atom 25 (O): -0.70, atom 26 (H): 0.34, atom 27 (H): 0.38, atom 28 (H): 0.33, atom 29 (H): 0.26, atom 30 (H): 0.20, atom 31 (H): 0.37, atom 32 (H): 0.25, atom 33 (H): 0.34, atom 34 (H): 0.35, atom 35 (H): 0.32, atom 36 (H): 0.45, atom 37 (H): 0.32, atom 38 (H): 0.44, atom 39 (H): 0.22, atom 40 (H): 0.23, atom 41 (H): 0.22, atom 42 (H): 0.44



C16H17N3OS | ωB97M-V/def2-TZVPD

## Properties
* highest occupied orbital energy: -8.03 eV
* gap between HOMO and LUMO: 8.453 eV
* ΔE to the lowest compared entry with this formula, charge and spin: 12.765 eV
* DFT total energy: -34209.2094 eV
* LUMO energy: 0.01561 Ha

Structure (ORCA input):
```
! RIJCOSX wB97M-V def2-TZVPD def2/J DEFGRID3
* xyz 0 1
C 4.261 0.598 1.125
C 3.186 -0.165 0.504
C 2.013 -0.142 1.175
C 0.841 -1.001 0.649
N -0.394 -1.374 1.015
C -1.105 -2.085 0.324
C -0.319 -2.388 -0.633
N 0.921 -1.592 -0.672
C 2.045 -1.507 -1.341
C 3.178 -0.867 -0.748
H 4.003 -0.561 -1.275
H 2.035 -1.956 -2.294
H -0.367 -3.027 -1.795
C -2.429 -2.352 0.567
H -2.541 -2.724 1.457
H -2.760 -3.346 0.048
C -3.414 -1.478 0.278
N -2.997 -0.111 0.829
C -3.069 1.202 0.019
O -3.998 1.251 -0.709
C -2.348 2.245 0.480
C -1.080 2.245 0.075
C -0.649 1.686 -1.213
C 0.660 1.758 -1.434
C 1.424 2.560 -0.913
S 0.521 2.894 0.640
H 2.477 2.461 -0.671
H 1.193 1.480 -2.544
H -1.445 1.038 -1.780
H -2.164 2.187 1.728
H -2.772 3.300 0.234
H -2.198 -0.158 1.249
H -4.392 -1.514 0.691
H -3.617 -1.326 -0.875
H 1.684 0.191 2.155
H 3.956 1.451 1.896
H 4.696 1.204 0.084
H 4.963 -0.078 1.674
*
```

How positive or negative is each atom? The Mulliken charges in e answer that: atom 1 (C): -1.15, atom 2 (C): 0.78, atom 3 (C): -0.88, atom 4 (C): 0.09, atom 5 (N): -0.61, atom 6 (C): 0.88, atom 7 (C): -0.33, atom 8 (N): 0.44, atom 9 (C): -0.16, atom 10 (C): -0.75, atom 11 (H): 0.45, atom 12 (H): 0.47, atom 13 (H): 0.06, atom 14 (C): -1.35, atom 15 (H): 0.60, atom 16 (H): 0.30, atom 17 (C): -0.73, atom 18 (N): -0.33, atom 19 (C): 0.15, atom 20 (O): -0.54, atom 21 (C): -0.07, atom 22 (C): 0.12, atom 23 (C): -0.83, atom 24 (C): 0.29, atom 25 (C): -0.34, atom 26 (S): -0.18, atom 27 (H): 0.31, atom 28 (H): 0.19, atom 29 (H): 0.29, atom 30 (H): 0.28, atom 31 (H): 0.25, atom 32 (H): 0.45, atom 33 (H): 0.37, atom 34 (H): 0.24, atom 35 (H): 0.39, atom 36 (H): 0.26, atom 37 (H): 0.26, atom 38 (H): 0.33



C16H17N6O6S4Sc | ωB97M-V/def2-TZVPD

## Properties
* highest occupied orbital energy: -7.88 eV
* gap between HOMO and LUMO: 7.528 eV
* ΔE to the lowest compared entry with this formula, charge and spin: 0.551 eV
* DFT total energy: -102140.7855 eV
* LUMO energy: -0.01288 Ha

Structure (ORCA input):
```
! RIJCOSX wB97M-V def2-TZVPD def2/J DEFGRID3
* xyz 0 1
Sc -0.113 -0.302 0.055
N -4.106 0.747 -2.224
C -2.899 0.603 -1.599
S -2.789 -0.585 -0.368
N -1.971 1.442 -2.001
N -0.767 1.334 -1.387
C 0.111 2.186 -1.777
C 1.438 2.183 -1.184
C 2.529 2.715 -1.864
C 3.791 2.552 -1.322
C 3.911 1.927 -0.092
C 2.764 1.488 0.549
N 1.552 1.594 0.015
H -4.741 -0.023 -2.104
H -4.099 1.211 -3.118
H -0.144 2.893 -2.562
H 2.384 3.214 -2.813
H 4.666 2.903 -1.853
H 4.880 1.769 0.362
H 2.811 1.036 1.531
O 1.187 -0.744 1.589
S 0.649 -2.092 1.938
O 0.685 -2.421 3.328
O -0.675 -2.127 1.307
C 1.790 -3.198 1.104
C 2.538 -4.019 1.937
C 3.581 -4.773 1.425
C 3.898 -4.691 0.079
C 3.144 -3.888 -0.761
C 2.080 -3.148 -0.261
S 1.312 -2.060 -1.467
O 1.678 -2.545 -2.760
O 1.813 -0.715 -1.121
O -0.143 -1.970 -1.226
H 2.281 -4.038 2.986
H 4.153 -5.414 2.083
H 4.740 -5.242 -0.319
H 3.351 -3.821 -1.820
S -1.053 1.646 1.921
C -2.676 1.959 1.603
N -3.135 2.878 0.752
C -4.589 2.907 0.670
C -4.987 1.747 1.604
N -3.717 1.396 2.230
H -2.526 3.414 0.162
H -4.924 2.737 -0.352
H -4.976 3.866 1.022
H -5.381 0.899 1.042
H -5.713 2.053 2.356
H -3.594 0.518 2.704
*
```

How positive or negative is each atom? The Mulliken charges in e answer that: atom 1 (Sc): -0.14, atom 2 (N): -0.38, atom 3 (C): 0.58, atom 4 (S): -0.51, atom 5 (N): -1.50, atom 6 (N): 1.32, atom 7 (C): -0.91, atom 8 (C): 1.08, atom 9 (C): -0.99, atom 10 (C): -0.31, atom 11 (C): -0.90, atom 12 (C): -0.11, atom 13 (N): 0.16, atom 14 (H): 0.25, atom 15 (H): 0.26, atom 16 (H): 0.35, atom 17 (H): 0.43, atom 18 (H): 0.42, atom 19 (H): 0.42, atom 20 (H): 0.50, atom 21 (O): -0.33, atom 22 (S): 1.70, atom 23 (O): -0.70, atom 24 (O): -0.58, atom 25 (C): 0.04, atom 26 (C): -0.71, atom 27 (C): -0.51, atom 28 (C): -0.60, atom 29 (C): -0.74, atom 30 (C): 0.00, atom 31 (S): 1.82, atom 32 (O): -0.72, atom 33 (O): -0.41, atom 34 (O): -0.50, atom 35 (H): 0.56, atom 36 (H): 0.40, atom 37 (H): 0.39, atom 38 (H): 0.53, atom 39 (S): -0.32, atom 40 (C): -0.05, atom 41 (N): 0.06, atom 42 (C): -0.51, atom 43 (C): -0.40, atom 44 (N): -0.12, atom 45 (H): 0.22, atom 46 (H): 0.29, atom 47 (H): 0.33, atom 48 (H): 0.25, atom 49 (H): 0.32, atom 50 (H): 0.29